# 1
70
Properties=species:S:1:pos:R:3:forces:R:3 method="wB97M-V/def2-TZVPD" gap_ev=8.578 smiles="NC(N)=O.NC(N)=O.CCO.CCO.CCO.CCO.CO.CO.CO" relative_energy_kcal_mol=61.3 lumo_ev=0.0
N 30.444 -2.923 2.633 0.57 5.94 0.00
C 30.465 -3.935 1.866 0.29 0.26 -7.15
N 30.392 -5.073 2.495 0.42 -4.34 1.28
O 30.529 -3.859 0.511 -0.22 -0.39 5.46
H 30.541 -2.047 2.087 -0.40 -0.64 0.67
H 30.332 -2.764 3.631 -0.17 -0.94 -0.25
H 30.826 -5.173 3.424 -0.53 0.23 -0.91
H 30.583 -5.824 1.852 -0.07 -0.39 0.24
N 29.538 1.432 0.047 1.21 2.26 -1.80
C 29.040 0.734 1.030 4.48 -5.40 1.55
N 27.779 1.033 1.268 -3.06 -0.83 1.27
O 29.773 -0.338 1.612 -3.76 5.70 -2.26
H 30.513 1.229 -0.292 -0.85 0.42 0.24
H 29.099 2.329 -0.340 0.64 -2.14 1.18
H 27.338 0.416 1.960 0.13 0.39 -0.62
H 27.250 1.146 0.392 0.12 0.05 1.00
C 33.208 2.195 2.565 3.30 2.41 0.16
C 32.819 0.808 2.693 -1.78 -1.46 0.24
O 31.616 0.892 3.432 -0.59 0.37 1.89
H 33.798 2.548 3.405 -0.12 -0.17 0.79
H 32.406 2.884 2.525 -1.07 0.26 -0.33
H 33.930 2.494 1.797 -0.30 -0.65 -0.62
H 33.492 0.126 3.234 0.28 0.42 -0.40
H 32.562 0.409 1.738 0.14 -0.66 -0.93
H 30.855 0.360 3.185 0.34 -0.50 -1.03
C 32.694 4.384 -1.491 3.07 -1.06 -1.06
C 31.784 4.238 -0.367 -1.01 0.11 1.06
O 30.903 5.365 -0.288 1.32 0.54 -0.60
H 32.174 4.143 -2.417 0.11 0.93 -0.33
H 33.467 3.570 -1.449 -0.72 0.19 0.23
H 33.392 5.242 -1.479 -1.07 0.15 -0.31
H 32.313 4.120 0.607 -0.47 -0.24 -0.65
H 31.155 3.386 -0.659 0.32 -0.22 0.89
H 30.089 5.014 0.002 -1.45 -0.16 0.58
C 32.657 -2.035 4.965 -0.49 -0.01 0.73
C 31.407 -1.687 5.778 1.30 0.41 -0.52
O 30.280 -2.328 5.261 -0.78 -1.50 0.23
H 32.810 -3.121 4.881 -0.01 0.37 0.31
H 33.560 -1.515 5.272 0.01 -0.18 0.69
H 32.519 -1.657 4.006 -0.39 0.37 -1.98
H 31.057 -0.682 5.766 1.09 1.52 -0.08
H 31.604 -1.933 6.785 -0.06 -0.63 1.42
H 29.629 -2.257 5.958 -0.58 -0.21 -0.16
C 32.292 4.556 5.525 0.18 0.01 1.06
C 31.114 3.651 5.881 -0.31 0.03 0.32
O 30.707 3.830 7.226 -0.85 -0.94 1.50
H 32.852 4.726 6.497 -0.03 -0.59 -1.40
H 32.209 5.547 5.070 -1.17 0.04 0.38
H 32.777 4.020 4.727 1.10 -0.34 0.21
H 31.352 2.604 5.707 0.75 -0.17 0.06
H 30.235 3.777 5.315 -0.94 0.69 -1.26
H 30.028 3.136 7.482 1.29 1.37 -0.74
C 31.700 -0.498 -1.150 0.14 0.19 -0.32
O 31.778 0.968 -1.090 0.77 -0.73 -0.54
H 30.665 -0.835 -1.254 0.11 0.12 -0.13
H 32.077 -0.954 -0.231 0.04 0.50 -0.08
H 32.314 -0.820 -1.990 -0.12 -0.22 0.04
H 31.761 1.329 -1.996 0.05 -0.42 0.58
C 28.855 1.147 4.853 -1.78 -3.33 1.35
O 28.057 2.241 4.932 -1.91 2.43 -0.25
H 28.967 0.809 3.840 0.50 -0.35 -0.49
H 28.249 0.368 5.442 1.23 -0.03 -0.85
H 29.778 1.221 5.383 0.72 0.62 0.02
H 27.156 1.976 4.639 1.08 0.51 0.37
C 29.612 3.892 2.710 -1.31 -2.75 -1.20
O 28.907 4.845 3.446 3.22 0.27 2.18
H 29.931 4.089 1.670 0.27 1.06 0.57
H 28.791 3.170 2.509 0.95 -0.73 0.07
H 30.430 3.370 3.198 -0.15 0.35 0.44
H 28.328 5.093 2.802 -3.01 1.83 -2.03

# 2
92
Properties=species:S:1:pos:R:3:forces:R:3 method="wB97M-V/def2-TZVPD" gap_ev="4.506 / 7.584" multiplicity=5 lumo_ev="-0.7 / -1.0"
O -6.901 -6.895 -3.878 -2.10 1.36 0.05
H -6.779 -6.426 -4.707 0.14 0.47 -1.57
H -6.625 -7.814 -3.909 0.62 -3.20 -0.28
H -6.278 -6.523 -3.250 1.59 1.63 2.53
Ti -5.824 -8.118 -0.634 0.29 0.62 0.16
C -4.825 -5.274 -0.902 -0.07 -2.18 -1.48
O -4.556 -6.330 0.038 0.04 -0.53 0.99
O -5.618 -5.957 -1.777 -1.83 0.44 -0.19
C -5.373 -3.911 -0.262 0.47 -1.15 -0.23
F -4.471 -3.286 0.459 1.30 -0.24 1.27
F -5.639 -3.033 -1.206 -0.87 0.40 -1.85
F -6.472 -4.026 0.490 -0.24 -0.67 0.05
C -3.386 -6.242 0.857 -0.85 0.40 2.27
C -3.111 -7.534 1.643 0.49 0.28 -2.47
H -2.862 -8.170 0.793 0.13 -1.00 0.28
H -2.176 -7.379 2.180 -0.33 0.01 0.27
H -3.925 -7.983 2.213 -0.03 0.45 0.17
H -3.672 -5.547 1.647 0.70 0.86 -0.28
H -2.509 -5.973 0.269 0.00 0.25 0.14
H -3.900 -5.186 -1.471 0.63 1.52 0.64
C -9.008 -3.226 -3.738 -0.14 -1.38 0.56
O -8.863 -2.056 -3.787 -0.02 3.44 -1.16
N -9.844 -4.005 -4.445 -1.45 -0.01 -1.74
N -8.341 -3.964 -2.871 1.75 -2.08 2.00
H -10.236 -3.577 -5.272 -0.27 -0.48 0.23
H -9.917 -4.992 -4.243 -0.20 0.42 -0.49
H -7.521 -3.581 -2.424 -0.30 -0.21 0.13
H -8.477 -4.963 -2.938 0.66 0.22 0.54
C -0.672 -9.811 3.582 -1.35 2.78 4.42
O -1.061 -9.121 4.517 -0.22 0.55 0.96
N -1.276 -9.833 2.469 -3.57 -0.17 -5.51
N 0.335 -10.587 3.602 4.29 -3.12 0.38
H -0.980 -10.521 1.792 -0.68 0.38 -0.23
H -2.232 -9.508 2.472 0.33 -0.06 -0.36
H 0.906 -10.660 4.432 0.13 -0.10 -0.55
H 0.487 -11.026 2.705 1.16 -0.44 0.90
C -4.486 -11.046 1.119 1.93 -2.68 1.12
O -4.978 -10.221 0.432 -1.93 3.46 -3.48
N -3.723 -12.043 0.770 2.42 -2.22 -4.58
N -4.590 -11.074 2.391 -2.17 2.13 4.61
H -3.353 -12.807 1.316 -0.32 0.50 -0.04
H -3.490 -11.981 -0.211 0.34 -0.76 0.04
H -5.271 -10.350 2.569 -0.06 -0.33 1.90
H -4.218 -11.792 2.996 -0.47 0.58 0.08
C -0.294 -6.745 -1.278 -0.09 2.23 0.60
O 0.102 -5.910 -0.481 0.17 -0.21 0.14
N -0.137 -8.050 -1.183 1.65 -4.13 1.91
N -1.031 -6.497 -2.356 -1.71 0.33 -1.85
H -0.492 -8.756 -1.812 -0.10 0.58 -0.38
H 0.540 -8.419 -0.530 -0.15 0.47 0.08
H -1.262 -5.584 -2.720 0.45 0.21 0.08
H -1.105 -7.309 -2.953 -0.24 0.45 -0.56
C -1.105 -4.806 4.390 1.82 0.17 -3.20
O -0.300 -4.548 3.532 1.78 0.23 -1.15
N -1.771 -3.932 5.063 -1.82 4.05 2.57
N -1.576 -5.973 4.697 -1.64 -4.53 1.60
H -2.656 -4.286 5.396 -0.22 1.26 0.39
H -1.491 -2.963 5.013 -0.50 -0.26 0.03
H -2.048 -5.892 5.586 -0.08 -1.34 -0.18
H -1.407 -6.887 4.302 0.51 0.30 0.13
C -5.178 -5.536 4.989 -1.81 -1.00 1.26
O -4.566 -5.149 5.956 1.76 1.65 0.61
N -6.012 -4.820 4.243 -0.15 2.22 -0.85
N -5.361 -6.844 4.853 0.47 -1.77 -0.70
H -6.484 -5.167 3.420 0.32 0.40 0.24
H -5.950 -3.833 4.445 -0.37 -0.02 -0.57
H -4.752 -7.345 5.485 -0.45 -0.76 -0.53
H -5.993 -7.178 4.140 0.53 -0.64 0.44
C -9.950 -5.070 2.572 -0.31 -0.46 0.39
O -11.062 -4.670 2.621 -3.57 1.68 0.52
N -9.329 -5.197 1.419 1.55 -0.30 -2.11
N -9.269 -5.478 3.639 1.68 -0.57 0.98
H -8.454 -5.699 1.382 -0.26 0.19 -0.76
H -9.938 -5.049 0.626 0.59 -0.19 -0.10
H -8.488 -6.058 3.369 -0.14 -0.07 1.28
H -9.686 -5.408 4.556 0.33 -0.33 -0.30
C -2.842 -4.154 -4.097 2.70 -0.71 -0.90
O -1.645 -4.039 -3.819 -0.42 0.88 0.80
N -3.844 -3.436 -3.723 -0.68 3.18 2.54
N -3.195 -5.063 -4.944 -0.67 -4.57 -4.10
H -3.396 -2.768 -3.113 -1.59 0.75 0.66
H -4.819 -3.687 -3.806 0.39 0.36 0.34
H -4.104 -5.131 -5.380 0.09 0.37 0.31
H -2.466 -5.402 -5.555 0.04 -0.20 0.36
C -2.732 -9.440 -3.269 0.82 1.73 1.08
O -1.569 -9.281 -3.484 3.11 1.06 -0.83
N -3.524 -8.709 -2.519 -0.33 3.10 2.66
N -3.437 -10.404 -3.688 -3.35 -6.48 -2.87
H -4.500 -8.971 -2.513 -0.23 0.76 -0.13
H -3.208 -7.808 -2.190 -0.12 0.02 0.19
H -3.276 -10.928 -4.536 0.38 0.01 0.49
H -4.216 -10.666 -3.101 -0.14 -0.19 -0.80

Calculated energy, -38577.361; -96868.155 eV (same order as the records).